No. 1
116
Properties=species:S:1:pos:R:3:forces:R:3:lowdin_charge:R:1 method="wB97M-V/def2-TZVPD" smiles="CCCN[C@]1([PH2]=O)OS(=O)(=O)[C@](CCCBr)(P(O)I)[C@](Br)(CCC(N)=O)[C@@]1(CCOC(C)=O)[Si](C)(C)C.O=C1OCCO1.O=C1OCCO1.O=C1OCCO1.O=C1OCCO1" multiplicity=1 energy_ev=-263483.61937 total_charge=0 homo_ev=-8.8 lumo_ev=0.24
I 7.161 2.094 -1.036 0.074 -0.101 -0.316 0.63
Br 2.975 -0.206 2.359 0.096 0.111 0.118 1.04
Br 2.942 4.580 5.023 -0.218 0.147 -0.026 0.66
S 3.252 3.154 -0.620 -0.217 0.064 -0.245 0.61
P 5.787 2.495 0.942 -0.380 -0.125 0.485 0.62
P 0.330 1.756 0.782 -0.001 0.778 0.243 0.84
Si 1.434 -1.595 0.027 -0.500 -0.434 0.077 0.54
O 0.319 3.221 1.005 0.019 -0.079 -0.090 -0.38
O -9.333 -4.567 -1.876 -0.031 0.010 0.067 0.06
O 5.520 -2.334 3.033 0.189 0.080 -0.039 0.05
O -7.781 1.809 -3.503 0.000 -0.080 -0.042 0.16
O 4.332 -0.476 -3.760 0.047 -0.228 0.688 -0.03
O -5.163 -2.665 -1.400 -0.093 -0.053 0.033 0.07
O 0.910 0.184 4.750 -0.112 -0.038 -0.068 0.11
O 6.002 0.749 -4.621 0.089 0.158 0.167 0.13
O 2.547 -0.169 6.249 0.077 -0.008 0.030 0.05
O 2.046 2.371 -1.296 0.369 0.052 0.305 -0.19
O 0.676 0.839 6.890 -0.040 -0.004 0.060 0.07
O -3.169 -1.713 -0.968 0.049 -0.087 0.109 0.14
O -8.374 -3.954 -3.816 -0.002 -0.011 -0.071 0.16
O -6.886 2.566 -1.583 0.038 -0.011 0.063 0.05
O -9.147 -6.048 -3.521 -0.017 -0.064 -0.013 0.07
O 5.658 4.109 0.908 0.300 0.065 -0.274 -0.37
O -4.702 -0.662 -2.233 -0.023 0.059 -0.055 0.05
O 2.773 4.385 -0.084 0.086 -0.101 -0.171 -0.24
O 4.263 3.242 -1.637 -0.047 -0.054 -0.030 -0.37
O -8.016 3.962 -2.890 -0.023 0.075 0.006 0.07
N 0.394 0.784 -1.648 0.341 0.497 -0.057 -0.02
N 6.415 -2.938 1.035 -0.699 -0.239 -0.100 0.15
C 2.805 0.321 7.570 -0.011 0.041 0.084 -0.11
C -2.999 2.373 -1.296 0.188 0.217 0.109 -0.10
C -6.400 -2.178 -1.953 -0.060 0.093 -0.008 -0.09
C -8.901 -4.777 -3.140 -0.033 -0.035 -0.007 -0.57
C 5.627 -0.272 -4.122 -0.022 0.256 -0.344 -0.55
C 2.981 -0.417 -1.842 -0.252 0.192 -0.108 -0.16
C 3.814 0.457 -2.768 -0.149 -0.028 -0.613 -0.14
C 3.283 2.738 4.547 0.441 -0.511 0.098 -0.62
C 2.406 0.068 -0.465 0.348 0.137 0.023 -0.34
C -10.106 -5.701 -1.465 -0.048 -0.087 0.002 -0.11
C -2.069 1.251 -1.774 -0.144 0.841 0.086 -0.25
C 0.074 -1.549 1.325 -0.134 0.239 0.052 -0.19
C 3.550 0.493 0.584 0.026 -0.014 -0.295 -0.54
C 4.194 2.604 3.325 -0.727 0.087 0.266 -0.35
C 3.351 2.734 2.035 0.359 0.337 0.442 -0.30
C 6.505 -1.448 -3.833 -0.133 -0.289 -0.149 0.02
C 1.402 0.568 8.095 0.073 -0.027 0.074 -0.10
C -4.244 -1.684 -1.482 -0.020 0.032 -0.091 -0.57
C -5.924 -1.073 -2.873 -0.090 -0.057 -0.028 -0.08
C -0.641 1.779 -2.001 -0.524 -0.175 -0.415 -0.21
C -7.789 4.673 -1.667 0.012 0.021 0.092 -0.11
C 1.333 0.272 5.858 0.015 0.012 0.026 -0.59
C 1.384 1.199 -0.701 -0.698 -0.449 0.066 -0.52
C 5.883 -2.010 1.925 -0.166 -0.114 0.244 -0.56
C -7.580 2.694 -2.736 -0.004 0.017 0.023 -0.57
C 3.874 2.070 0.727 0.267 -0.179 0.053 -0.47
C -9.572 -6.793 -2.374 -0.022 -0.030 0.098 -0.11
C 5.866 -0.593 1.399 0.529 0.279 -0.410 -0.18
C 0.489 -2.313 -1.436 0.194 -0.125 0.181 -0.17
C -6.662 3.872 -1.039 0.052 0.140 0.049 -0.11
C 2.622 -3.011 0.410 0.447 0.337 -0.340 -0.18
C 4.800 -0.359 0.298 0.038 -0.553 0.177 -0.28
H -0.924 1.227 0.482 0.013 -0.300 -0.029 0.03
H -2.518 2.987 -0.527 0.036 -0.097 0.056 0.07
H 0.136 -3.280 -1.062 -0.050 -0.012 -0.022 0.04
H 0.762 1.019 1.885 -0.026 -0.176 -0.081 -0.03
H 5.935 -2.371 -3.928 0.055 -0.035 -0.048 0.09
H 4.433 -1.352 0.043 -0.108 0.056 -0.025 0.07
H -7.527 5.706 -1.876 0.019 -0.024 -0.143 0.13
H 4.912 3.421 3.392 0.321 -0.255 -0.114 0.08
H -6.927 -2.970 -2.471 0.140 -0.062 0.019 0.10
H -3.241 3.057 -2.114 -0.106 -0.050 -0.002 0.08
H 3.510 -1.358 -1.705 0.185 0.079 0.071 0.10
H 0.973 -0.315 8.569 0.012 -0.019 -0.013 0.13
H 2.347 2.397 2.261 -0.065 -0.068 -0.141 0.05
H -2.470 0.890 -2.720 0.034 -0.467 0.147 0.10
H 5.852 0.113 2.222 -0.294 -0.105 0.133 0.07
H -0.858 -1.179 0.890 0.010 0.006 -0.052 0.02
H 3.323 -2.847 1.226 -0.165 -0.142 0.181 0.00
H 4.676 1.635 3.435 0.221 0.052 -0.134 0.06
H 4.640 0.990 -2.320 0.140 0.089 0.180 0.05
H -0.389 -1.730 -1.694 0.005 0.046 -0.139 0.02
H 5.302 -0.011 -0.597 -0.051 0.260 -0.140 0.03
H -10.318 -7.528 -2.662 -0.013 0.053 -0.121 0.13
H 1.330 1.414 8.771 -0.053 0.082 -0.100 0.13
H 6.163 -2.772 0.068 0.334 0.162 -0.045 0.09
H -5.677 4.220 -1.351 0.001 -0.019 -0.037 0.13
H -9.951 -5.895 -0.408 0.103 0.083 0.006 0.13
H 5.605 4.476 0.011 -0.215 0.122 0.068 0.05
H -3.921 1.983 -0.865 -0.095 -0.063 -0.196 0.06
H 0.257 -1.022 2.257 0.076 -0.038 0.022 -0.02
H -7.019 -1.801 -1.137 0.039 0.025 0.019 0.14
H -11.160 -5.487 -1.645 -0.002 -0.006 -0.025 0.13
H 6.841 -0.458 0.918 0.002 0.101 0.034 0.09
H 1.106 -2.529 -2.308 -0.093 0.053 -0.108 0.04
H 0.864 0.512 -2.499 -0.055 -0.177 -0.010 0.11
H 2.341 2.216 4.407 -0.138 0.212 -0.075 0.04
H 2.027 -3.908 0.586 -0.041 0.023 0.155 0.04
H 6.840 -1.379 -2.795 0.055 0.076 -0.027 0.08
H -6.702 3.838 0.046 -0.050 -0.138 0.000 0.13
H 2.140 -0.720 -2.463 -0.018 -0.129 0.125 0.09
H -0.117 -2.596 1.580 0.042 -0.040 -0.047 0.05
H -0.505 2.740 -1.502 0.236 -0.098 0.241 0.10
H -6.608 -0.234 -2.952 0.066 0.112 0.074 0.11
H 7.361 -1.445 -4.502 0.065 -0.013 0.103 0.09
H -0.546 2.008 -3.065 0.182 0.085 0.035 0.13
H 6.136 -3.877 1.297 0.213 -0.009 0.103 0.11
H 3.215 -3.216 -0.490 -0.020 -0.085 0.002 0.04
H -8.703 4.645 -1.073 0.002 -0.026 0.012 0.13
H -5.688 -1.440 -3.873 0.038 -0.035 0.019 0.14
H -2.069 0.453 -1.038 0.034 -0.233 -0.192 0.06
H 3.271 3.800 1.852 -0.141 -0.041 -0.061 0.09
H 3.775 2.300 5.413 0.013 0.118 0.011 0.04
H 3.365 -0.416 8.138 -0.019 -0.095 -0.093 0.13
H -8.706 -7.303 -1.949 0.011 0.019 0.014 0.13
H 3.388 1.241 7.494 -0.022 0.019 0.006 0.12
H 3.201 1.188 -3.291 0.015 0.143 0.095 0.13

---

No. 2
104
Properties=species:S:1:pos:R:3:forces:R:3:lowdin_charge:R:1 method="wB97M-V/def2-TZVPD" smiles="[H]/N=C(/C)C[C@]1(CCO)[C@@H]([C@H](Br)CC)[C@@H](c2cccnc2)OS(=O)(=O)[C@]1(CCCCS(=O)(=O)Cl)CCC(F)(F)F.CCOCC.CCOCC" multiplicity=1 energy_ev=-165821.38138 total_charge=0 homo_ev=-9.6 lumo_ev=-0.14
Br -2.718 0.522 0.297 0.155 0.001 0.157 0.77
Cl -0.609 0.336 -2.611 0.096 -0.261 0.369 0.41
S -0.041 -1.633 -2.390 0.390 -0.964 -1.080 0.35
S 1.252 0.251 4.511 2.354 -0.648 2.054 0.69
F 5.164 0.239 1.898 -0.325 -0.358 -0.107 0.14
F 6.238 0.634 3.723 -0.108 -0.069 -0.180 0.10
F 4.794 -0.935 3.723 -0.342 -0.323 -0.624 0.15
O 1.360 1.361 5.416 -1.392 0.793 -0.550 -0.24
O -0.168 -0.496 4.568 0.361 0.955 -0.985 -0.17
O 0.829 3.793 -0.629 0.126 -0.136 0.007 -0.07
O 2.187 -0.765 4.884 -0.170 -0.855 -0.837 -0.25
O 0.121 -2.120 -3.717 0.215 0.325 -0.724 -0.35
O -0.955 -2.365 -1.584 -0.248 0.628 1.066 -0.31
O -5.313 2.116 -3.818 -0.061 0.019 0.169 -0.16
O 3.619 -4.199 -4.647 -0.001 0.112 0.182 -0.17
N -4.923 0.408 4.493 0.235 0.038 0.126 0.10
N -1.102 4.645 1.727 -0.044 -0.671 0.603 0.17
C -5.956 2.620 -4.974 -0.092 0.020 -0.090 -0.28
C 2.485 -3.975 -5.473 -0.122 0.013 -0.040 -0.27
C -5.021 -0.558 5.392 -1.379 -0.283 0.275 -0.15
C -2.180 -1.577 2.024 0.053 -0.871 -0.105 -0.28
C 1.705 -5.237 -5.797 0.180 -0.134 -0.045 -0.07
C 0.098 2.955 3.118 0.132 0.773 -0.307 -0.07
C -4.075 1.463 -4.030 0.118 -0.023 -0.010 -0.28
C 2.847 1.670 2.768 0.310 -0.063 0.107 -0.11
C -3.685 0.704 4.135 0.007 1.064 -0.872 -0.11
C 4.615 -5.054 -5.178 0.119 -0.045 -0.028 -0.29
C -1.403 -2.639 2.839 -0.145 -0.114 0.330 -0.06
C -2.702 -0.916 5.523 0.423 -0.531 0.745 -0.03
C -1.161 0.452 4.106 -1.060 0.683 0.891 -0.26
C 5.009 0.283 3.230 0.943 0.900 1.293 -0.60
C 1.420 2.756 0.186 -0.528 1.174 -0.604 -0.21
C 0.269 1.618 2.290 -0.138 -0.390 0.673 -0.26
C 1.671 -1.791 -0.164 0.792 0.537 0.114 -0.18
C 4.023 1.341 3.708 0.247 0.220 -0.399 -0.04
C -2.551 0.079 4.589 0.966 -1.003 -0.182 -0.16
C -1.063 0.801 2.630 0.542 0.176 -0.656 -0.23
C 1.093 5.278 2.391 -0.755 0.082 0.349 -0.04
C -0.060 4.279 2.356 0.639 0.392 -0.435 -0.40
C -3.009 2.354 -4.646 -0.099 0.110 -0.109 -0.09
C -3.967 -1.234 5.948 -0.055 -0.237 0.235 -0.05
C 0.279 1.912 0.779 0.495 -0.286 -0.279 -0.14
C 2.306 -0.575 0.591 -0.284 -0.880 -0.568 -0.15
C -1.439 -0.302 1.602 -0.969 -0.330 0.038 -0.53
C -6.311 1.551 -5.994 0.183 -0.097 -0.006 -0.08
C 1.838 -0.532 2.059 0.467 -0.305 -0.051 -0.13
C 1.572 0.807 2.784 -1.154 -0.042 -0.320 -0.31
C 5.235 -4.547 -6.469 -0.176 0.047 -0.099 -0.08
C 1.602 -1.530 -1.679 0.079 -0.082 0.529 -0.25
H 6.066 -5.187 -6.767 0.008 0.005 0.029 0.08
H 3.377 -0.779 0.553 0.032 0.379 0.142 0.11
H 0.626 6.261 2.472 0.148 0.036 -0.130 0.08
H 0.725 -2.107 0.278 -0.120 0.130 -0.298 0.09
H 4.221 -6.068 -5.306 -0.009 0.006 -0.073 0.11
H 1.656 5.264 1.458 0.122 -0.075 0.115 0.07
H 5.601 -3.527 -6.343 0.050 -0.027 0.039 0.08
H 1.063 3.638 -1.548 -0.027 0.034 0.018 0.08
H -3.267 2.651 -5.664 0.048 -0.050 -0.020 0.07
H 2.639 2.731 2.901 -0.294 -0.147 0.241 0.11
H 2.020 -0.568 -1.979 -0.184 0.060 0.093 0.09
H 2.636 -1.027 2.616 -0.141 0.095 0.137 0.11
H 0.999 -1.218 2.183 -0.134 0.253 -0.015 0.09
H 1.439 -5.768 -4.881 -0.053 0.057 0.010 0.08
H 0.792 -4.987 -6.338 -0.005 0.026 0.032 0.08
H -0.622 -0.629 0.969 0.147 0.280 0.085 0.05
H -0.977 1.325 4.746 0.252 0.274 -0.608 0.14
H 0.904 3.098 3.835 -0.093 -0.199 0.010 0.10
H -1.432 -3.616 2.354 0.009 0.138 -0.167 0.08
H 2.283 -5.923 -6.418 -0.045 0.019 -0.051 0.07
H 1.844 -3.294 -4.916 0.086 0.009 0.059 0.09
H -3.741 1.134 -3.045 -0.112 0.020 0.041 0.09
H -6.873 3.093 -4.620 0.053 -0.015 0.121 0.12
H 5.390 -5.118 -4.412 -0.085 0.055 0.074 0.12
H -2.054 1.829 -4.685 -0.014 -0.013 -0.008 0.04
H -6.887 0.751 -5.525 -0.050 0.045 0.006 0.08
H 2.358 -2.630 -0.038 -0.237 -0.131 0.109 0.12
H -4.167 -1.989 6.695 0.155 -0.056 -0.004 0.11
H -3.137 -1.398 2.513 0.143 0.420 0.042 0.10
H 2.025 3.292 0.915 -0.040 -0.299 0.144 0.09
H -6.023 -0.837 5.711 -0.012 0.174 -0.139 0.11
H 4.628 2.249 3.751 -0.009 -0.037 -0.110 0.14
H -0.360 -2.419 3.061 -0.084 0.111 -0.116 0.06
H -0.650 2.422 0.536 0.124 0.226 0.036 0.08
H -1.831 1.561 2.503 0.008 -0.011 0.019 0.08
H 1.717 5.149 3.277 0.196 -0.132 -0.235 0.08
H -5.420 1.100 -6.433 -0.019 0.034 -0.054 0.07
H 2.099 2.216 -0.479 0.009 -0.355 0.412 0.11
H 2.148 0.295 -0.040 -0.165 0.239 0.481 0.07
H -0.820 2.945 3.709 0.112 -0.349 0.040 0.12
H -3.567 1.516 3.419 -0.293 -0.072 -0.011 0.12
H -4.218 0.557 -4.631 0.037 0.015 -0.046 0.11
H -2.469 -2.064 1.090 0.119 0.169 -0.067 0.08
H -1.897 -2.782 3.802 0.171 0.041 0.030 0.06
H -1.802 3.897 1.809 -0.122 0.222 -0.245 0.06
H 2.197 -2.274 -2.213 -0.437 -0.129 -0.247 0.11
H 3.776 1.129 4.746 -0.225 -0.154 -0.138 0.12
H -6.899 1.982 -6.805 -0.015 0.011 0.023 0.08
H 2.778 -3.451 -6.389 0.015 -0.065 -0.038 0.11
H -5.354 3.412 -5.433 0.022 -0.040 -0.056 0.11
H -1.855 -1.437 5.954 0.095 0.078 -0.172 0.13
H 0.234 1.012 0.164 -0.099 -0.157 0.365 0.06
H 3.239 1.616 1.748 -0.073 -0.119 0.045 0.12
H -2.888 3.267 -4.059 0.018 -0.041 0.050 0.09
H 4.513 -4.538 -7.287 0.036 -0.052 -0.021 0.07